1.
ORCA calculation (ωB97M-V with the def2-TZVPD basis set) on an isolated molecule of C9H10N2O2 at a distorted geometry.

HOMO energy, eV: -8.64
HOMO-LUMO gap, eV: 9.03
Total charge: 0

The geometry in XYZ format:
```
23
C9H10N2O2, DFT ωB97M-V with the def2-TZVPD basis set
C 2.19628 -0.87120 0.13343
C 1.21986 -0.61664 -0.99542
C -0.06838 -0.07233 -0.50226
C -0.36638 1.30232 -0.59463
C -1.47940 1.83970 0.00937
C -2.37519 1.00706 0.71489
C -2.04411 -0.35350 0.78050
C -0.92302 -0.93229 0.16526
C -3.58120 1.56816 1.31830
H 3.44952 -2.31166 -0.56934
H 4.21740 -1.16600 0.27607
H 2.38843 0.07209 0.66916
H 1.71623 -1.53396 0.90031
H 1.74528 -0.03213 -1.76051
H 0.99645 -1.59096 -1.45370
H 0.32484 1.91653 -1.14343
H -1.16742 3.61056 -0.74901
H -2.69258 -1.01641 1.37558
H 0.05230 -2.48327 -0.08849
N 3.49685 -1.30239 -0.44908
N -4.58737 2.01967 1.67416
O -1.75232 3.19802 -0.04469
O -0.76607 -2.25137 0.33353
```


2.
ORCA calculation (ωB97M-V with the def2-TZVPD basis set) on a structure of composition C62H70Ge2N3O4S4Ti.

HOMO energy, eV: -5.07
HOMO-LUMO gap, eV: 7.25
Total charge: -1

The geometry in XYZ format:
```
146
C62H70Ge2N3O4S4Ti, DFT ωB97M-V with the def2-TZVPD basis set
Ti -0.78456 -0.18287 0.20567
C 1.65654 2.16094 -1.33167
C 1.35217 2.12556 0.16887
N 1.23383 0.75039 0.70958
C 2.49166 -0.01258 0.53623
C 2.29594 -1.37172 -0.14821
N 1.01320 -1.44459 -0.86520
C 1.18233 -1.29991 -2.32076
C 1.71141 0.07858 -2.69880
N 0.94076 1.15431 -2.10338
H 1.40767 3.16288 -1.69030
H 2.73269 2.04200 -1.49824
H 2.14181 2.66454 0.70699
H 0.41141 2.62974 0.38060
H 1.09323 0.85545 1.71639
H 3.19059 0.59789 -0.03759
H 2.93567 -0.17093 1.51954
H 3.12413 -1.56057 -0.84105
H 2.30813 -2.14892 0.60715
H 0.58400 -2.35013 -0.70068
H 1.89781 -2.05000 -2.68437
H 0.22766 -1.49452 -2.80219
H 2.75228 0.16565 -2.37236
H 1.72438 0.14267 -3.79211
H 0.29634 1.57180 -2.75672
C 6.33889 1.42407 2.99960
C 5.45653 0.40138 3.65985
C 5.16669 -0.80280 3.03473
C 4.32846 -1.74551 3.61802
C 4.05343 -3.04969 2.92019
C 3.75222 -1.46281 4.86022
C 4.06544 -0.27529 5.52831
C 3.48479 0.04877 6.87936
C 4.90974 0.64098 4.91249
C 2.86226 -2.46981 5.51229
C 3.49549 -3.47671 6.23489
C 2.76301 -4.43260 6.91357
C 1.38355 -4.37398 6.87824
C 0.72295 -3.38299 6.15484
C 1.45675 -2.41263 5.44960
Ge 0.53252 -1.12370 4.24667
S 0.50534 -1.92066 2.26122
S 1.35233 0.99240 4.17797
Ge -0.85687 1.44636 3.99924
S -1.45323 1.62193 1.92735
S -1.47471 -0.45084 5.00958
C -1.39043 3.07824 4.99457
C -2.66013 3.15904 5.59447
C -3.01207 4.28243 6.33861
C -2.13357 5.33844 6.49248
C -0.90731 5.29476 5.85603
C -0.53284 4.18925 5.09559
C 0.75462 4.31481 4.34296
C 1.98185 4.08279 4.96140
C 2.07259 3.64625 6.39934
C 3.15763 4.28979 4.24157
C 3.13681 4.73223 2.92960
C 4.40563 4.95518 2.15036
C 1.90221 4.98526 2.34010
C 0.71102 4.79704 3.02416
C -0.59255 5.13255 2.35182
C -3.72770 2.12866 5.40614
C -4.49583 2.13839 4.24115
C -4.29539 3.13636 3.13071
C -5.53024 1.21224 4.11197
C -5.83042 0.30507 5.11098
C -6.97476 -0.65979 4.95807
C -5.06473 0.32644 6.27452
C -4.02881 1.23040 6.44200
C -3.25310 1.26636 7.73169
C -0.77088 -3.41268 6.22146
C -1.43231 -2.70455 7.22656
C -0.69989 -1.80236 8.18574
C -2.81743 -2.80186 7.32207
C -3.55190 -3.58559 6.44783
C -5.04340 -3.71958 6.58477
C -2.87360 -4.28595 5.45842
C -1.49372 -4.22620 5.33670
C -0.80015 -5.04274 4.28134
H 6.67380 1.08196 2.01981
H 7.22312 1.63686 3.60460
H 5.80065 2.36081 2.86175
H 5.60343 -1.01655 2.06361
H 4.58322 -3.09367 1.96739
H 2.98219 -3.16459 2.73351
H 4.37174 -3.89892 3.52841
H 3.16220 -0.84570 7.40979
H 2.61097 0.69557 6.76665
H 4.21907 0.57091 7.49526
H 5.13751 1.57191 5.42411
H 4.57936 -3.49204 6.26524
H 3.26445 -5.21150 7.47498
H 0.78932 -5.10434 7.41559
H -3.99868 4.31951 6.78650
H -2.41378 6.20274 7.08201
H -0.22390 6.13381 5.92402
H 1.14602 3.19105 6.74455
H 2.29169 4.50101 7.04619
H 2.87276 2.91722 6.52191
H 4.10925 4.09319 4.72651
H 5.28614 4.77095 2.76390
H 4.46251 5.98140 1.78152
H 4.45576 4.29415 1.28113
H 1.86616 5.35301 1.31866
H -0.41365 5.71619 1.44838
H -1.24554 5.70644 3.01176
H -1.12587 4.22199 2.06756
H -3.44542 3.79232 3.30604
H -5.18950 3.75588 3.02120
H -4.11903 2.62327 2.18529
H -6.11664 1.21172 3.19799
H -7.36476 -0.64647 3.93995
H -7.79365 -0.40607 5.63568
H -6.66401 -1.67808 5.18759
H -5.27907 -0.38166 7.06930
H -3.51176 0.41265 8.35885
H -3.46309 2.18166 8.29115
H -2.17968 1.23856 7.54072
H 0.37711 -1.95571 8.15637
H -1.04292 -1.96659 9.20943
H -0.89025 -0.75801 7.92842
H -3.33058 -2.24259 8.09955
H -5.46597 -2.88448 7.14421
H -5.30499 -4.63924 7.11451
H -5.52332 -3.75762 5.60565
H -3.43319 -4.89900 4.76024
H -1.51369 -5.69528 3.77804
H -0.00864 -5.65870 4.71508
H -0.34198 -4.39922 3.52772
O -2.36966 2.03572 -2.67017
C -2.03137 1.13957 -1.94371
O -1.60146 1.27334 -0.70825
C -1.93829 -0.34452 -2.37864
O -2.14614 -0.71862 -3.50700
O -1.50424 -1.06763 -1.38688
C -4.16975 -3.28538 2.00645
C -3.11331 -3.70129 1.20108
C -2.18272 -2.78145 0.75345
C -2.24868 -1.42294 1.09521
C -3.32327 -1.02992 1.88745
C -4.26925 -1.94885 2.34139
H -4.90278 -4.00043 2.36376
H -3.01603 -4.74407 0.91945
H -1.38237 -3.15028 0.12004
H -3.42642 0.00360 2.18577
H -5.07664 -1.60127 2.97437
```


3.
ORCA calculation (ωB97M-V with the def2-TZVPD basis set) on a cluster of 10 separate species, C32H40Br4F4N4O8 in total at a distorted geometry.

HOMO energy, eV: -8.84
HOMO-LUMO gap, eV: 8.75
Total charge: 0

The geometry in XYZ format:
```
92
C32H40Br4F4N4O8, DFT ωB97M-V with the def2-TZVPD basis set
C 2.60644 -4.19225 1.56939
N 1.36686 -3.33552 1.46260
O 1.15023 -2.74648 0.43259
O 0.59839 -3.36622 2.41486
H 2.69418 -4.63455 0.58015
H 2.42892 -4.92795 2.33972
H 3.40953 -3.49071 1.77423
C 1.80237 -0.69888 4.27726
N 2.52794 0.59265 4.51540
O 3.49092 0.79572 3.79786
O 2.13566 1.33858 5.38236
H 1.05761 -0.80908 5.05756
H 2.50758 -1.51825 4.24168
H 1.33482 -0.51919 3.31239
C 0.00610 0.04534 -0.40871
N 0.80370 0.51968 0.77167
O 0.41828 1.52501 1.32640
O 1.83500 -0.05780 1.04093
H -0.52694 0.91498 -0.75072
H -0.65180 -0.74812 -0.06340
H 0.68428 -0.29570 -1.18416
C -2.56486 -4.15353 0.84191
N -2.46354 -3.98200 -0.64794
O -2.65844 -4.98059 -1.29672
O -2.13308 -2.90743 -1.08828
H -3.52328 -4.64581 0.97793
H -2.57166 -3.17281 1.30074
H -1.71786 -4.78562 1.08245
Br 0.50140 -4.48565 -2.28735
C 0.40392 -2.75931 -3.17081
C 1.77635 -2.27551 -3.55949
Br 1.70125 -0.46396 -4.33476
H -0.23564 -2.08155 -2.60799
H -0.21165 -2.88618 -4.06644
H 2.24223 -2.97261 -4.24550
H 2.34908 -2.14014 -2.64521
Br -5.42223 3.60639 -2.21028
C -3.58391 4.28592 -2.23307
C -2.65879 3.13623 -1.88134
Br -0.85523 3.75788 -1.52583
H -3.55974 5.12841 -1.54343
H -3.35972 4.75446 -3.18981
H -2.71720 2.41920 -2.70001
H -3.06645 2.59296 -1.03125
F 6.99403 4.51469 2.48028
C 5.98685 4.20086 1.63980
C 6.11948 4.61042 0.32585
C 5.12720 4.25817 -0.57935
C 4.05708 3.46774 -0.16472
C 3.94027 3.05840 1.16223
C 4.90868 3.45296 2.07481
H 6.95276 5.24835 0.06332
H 5.16453 4.52741 -1.62597
H 3.40193 3.12872 -0.95740
H 3.15375 2.37970 1.46438
H 4.88578 3.08592 3.09313
F -2.37892 0.30039 2.56882
C -3.34037 1.23217 2.44488
C -3.02147 2.40168 1.77201
C -3.94728 3.40974 1.65078
C -5.20870 3.23499 2.22462
C -5.54180 2.06263 2.89862
C -4.57104 1.06844 3.04255
H -2.03942 2.46050 1.31988
H -3.65882 4.35297 1.20879
H -5.91494 4.05584 2.19896
H -6.53947 1.94874 3.29505
H -4.83147 0.15627 3.56634
F 6.24850 -1.93978 -3.52050
C 5.63011 -1.61680 -2.37389
C 4.62032 -0.67820 -2.38658
C 3.93187 -0.38057 -1.22728
C 4.33122 -0.93774 -0.01289
C 5.34565 -1.88785 -0.00565
C 6.01923 -2.20887 -1.17999
H 4.36920 -0.12690 -3.28238
H 3.13817 0.35666 -1.25948
H 3.78946 -0.71578 0.89614
H 5.59600 -2.41985 0.90256
H 6.77302 -2.98454 -1.23740
F -3.29111 0.03909 -0.86075
C -4.42164 -0.53188 -1.29982
C -5.65131 -0.16727 -0.76978
C -6.81091 -0.74112 -1.29558
C -6.73194 -1.57263 -2.39592
C -5.50444 -1.93207 -2.94629
C -4.36370 -1.41198 -2.38267
H -5.67258 0.44475 0.12651
H -7.81739 -0.54656 -0.95382
H -7.66781 -1.90680 -2.82535
H -5.49577 -2.56222 -3.82278
H -3.41381 -1.56873 -2.88165
```


4.
ORCA calculation (ωB97M-V with the def2-TZVPD basis set) on a structure of composition C49H60BBaBrF2N7O3.

HOMO energy, eV: -3.66
HOMO-LUMO gap, eV: 5.78
Total charge: -1

The geometry in XYZ format:
```
124
C49H60BBaBrF2N7O3, DFT ωB97M-V with the def2-TZVPD basis set
Ba 0.99186 0.61726 0.18613
C 3.38986 -2.33618 2.00015
C 2.09454 -2.65942 2.75776
C 1.01258 -3.20301 1.86442
C 0.84018 -4.57870 1.72347
C -0.16764 -5.05640 0.90332
C -0.98495 -4.14627 0.25416
C -0.73910 -2.79486 0.44219
N 0.24259 -2.32967 1.21322
N 3.35298 -1.06620 1.27727
C 3.91503 0.04409 2.04708
C 3.10076 0.52002 3.22478
C 3.72083 0.93611 4.39949
C 2.95428 1.51092 5.39972
C 1.58932 1.64975 5.20843
C 1.04729 1.18901 4.01916
N 1.78033 0.62985 3.05972
C 4.04240 -1.12723 -0.01260
C 3.39792 -2.08643 -0.97632
C 4.11996 -3.10814 -1.57959
C 3.48081 -3.93802 -2.48558
C 2.14231 -3.72164 -2.76083
C 1.49896 -2.67177 -2.11836
N 2.10644 -1.87578 -1.24376
H 3.57670 -3.14033 1.28355
H 4.23676 -2.34056 2.70364
H 1.72219 -1.76244 3.24679
H 2.32036 -3.39918 3.53010
H 1.48736 -5.25900 2.26371
H -0.31842 -6.12242 0.78259
H -1.79434 -4.46441 -0.38898
H -1.34032 -2.04438 -0.06147
H 3.95619 0.90273 1.35607
H 4.93762 -0.19562 2.38596
H 4.79144 0.82197 4.51220
H 3.41869 1.85167 6.31712
H 0.95359 2.10283 5.95675
H -0.01210 1.27524 3.80153
H 5.11193 -1.37631 0.09334
H 3.99187 -0.11842 -0.44509
H 5.16706 -3.24148 -1.33928
H 4.02269 -4.74174 -2.96929
H 1.59990 -4.34080 -3.46166
H 0.45777 -2.43539 -2.31748
C -3.68612 6.27743 4.36280
C -4.55713 5.18871 3.71908
C -5.50314 4.64622 4.79097
C -5.40891 5.82190 2.60992
C -3.66534 4.09689 3.13026
C -2.74049 4.41691 2.13559
C -1.91606 3.44526 1.62650
Br -0.63714 3.93170 0.29904
C -1.90660 2.08179 2.04203
O -1.03027 1.27092 1.57973
C -2.89475 1.75546 3.01739
C -3.70921 2.76751 3.52840
C -3.13642 0.33364 3.55939
C -2.84239 0.30008 5.06817
C -2.30094 -0.76867 2.90021
C -4.61096 -0.04375 3.33257
H -4.30917 7.07377 4.78153
H -3.00900 6.72493 3.63398
H -3.07837 5.85436 5.16529
H -6.11655 5.46095 5.18404
H -4.95237 4.20708 5.62544
H -6.17353 3.88587 4.38516
H -6.04275 6.61615 3.01627
H -6.04916 5.07016 2.14449
H -4.78330 6.25497 1.82837
H -2.64975 5.42929 1.76031
H -4.42647 2.48662 4.28906
H -1.79632 0.55152 5.25952
H -3.02892 -0.70136 5.46815
H -3.46335 1.00787 5.62103
H -1.23276 -0.63941 3.05847
H -2.46106 -0.79884 1.82338
H -2.60382 -1.73080 3.32934
H -5.29551 0.64211 3.83363
H -4.80288 -1.05097 3.71429
H -4.84081 -0.03119 2.26554
F -2.62425 -0.39824 -1.73103
B -1.30226 -0.31101 -2.09224
F -1.23807 -0.84055 -3.39002
C 3.36859 4.20210 -0.96952
C 3.98881 3.00183 -0.25170
C 5.26577 2.56157 -0.97986
O 3.10124 1.95857 -0.14526
H 4.05867 5.05226 -1.00711
H 2.46190 4.51167 -0.44393
H 3.08510 3.91620 -1.98399
H 4.30322 3.36165 0.75460
H 5.00176 2.20628 -1.98057
H 5.74507 1.73797 -0.44190
H 5.99090 3.37634 -1.07714
C -3.23580 -5.56679 -6.74603
C -1.93564 -4.85551 -6.48291
C -1.86685 -3.77250 -5.61619
C -0.66625 -3.13242 -5.33935
C 0.50625 -3.55440 -5.96281
N 1.75279 -2.95204 -5.70976
C 2.03028 -1.66502 -5.27376
O 3.11744 -1.39151 -4.80549
N 0.98304 -0.80133 -5.40930
C 0.82663 0.45822 -4.79807
C -0.23288 1.24850 -5.21576
C -0.49945 2.42408 -4.54592
C 0.30749 2.76949 -3.47499
N 1.34501 2.03620 -3.09165
C 1.61324 0.91019 -3.74068
C 0.44602 -4.62690 -6.85088
C -0.75425 -5.27272 -7.09139
H -4.08190 -4.97648 -6.39597
H -3.26833 -6.53068 -6.23307
H -3.37404 -5.75827 -7.81117
H -2.76487 -3.41603 -5.12493
H -0.65822 -2.30600 -4.63824
H 2.57136 -3.53743 -5.71429
H 0.16052 -1.15694 -5.86941
H -0.86993 0.91452 -6.02734
H -1.34165 3.04363 -4.82288
H 0.10451 3.65994 -2.89005
H 2.44956 0.32543 -3.38467
H 1.34953 -4.94893 -7.35506
H -0.77476 -6.10924 -7.78113
```


5.
ORCA calculation (ωB97M-V with the def2-TZVPD basis set) on a cluster of 2 separate species, H3N3O2P in total at a distorted geometry.

HOMO energy (alpha / beta), eV: -2.83 / -2.83
HOMO-LUMO gap (alpha / beta), eV: 7.08 / 7.08
Total charge: -1

The geometry in XYZ format:
```
9
H3N3O2P, DFT ωB97M-V with the def2-TZVPD basis set
N -0.72520 1.42496 0.13478
N 0.33935 2.00395 -0.02489
N 1.12700 -1.25375 -0.13640
O 2.89817 0.27696 -1.31822
O 3.10409 0.15067 1.25530
P 2.23028 0.11121 0.01734
H -1.54443 2.19753 0.05182
H 0.35250 -1.34405 0.49282
H 0.78076 -1.08484 -1.03710
```


6.
ORCA calculation (ωB97M-V with the def2-TZVPD basis set) on a structure of composition C3H4CuNaO3 at a distorted geometry.

HOMO energy (alpha / beta), eV: -5.40 / -6.57
HOMO-LUMO gap (alpha / beta), eV: 4.57 / 5.69
Total charge: 0

The geometry in XYZ format:
```
12
C3H4CuNaO3, DFT ωB97M-V with the def2-TZVPD basis set
O -0.43493 0.70445 1.38014
C 0.79086 0.48922 2.05071
C 1.29612 -0.95229 1.95354
C 0.40371 -0.54600 -1.29141
O 0.80848 0.53678 -1.53215
O 0.56249 -1.56298 -0.67448
Na -1.27033 -1.43352 1.18826
Cu 0.03989 2.14474 0.00078
H 0.70907 0.78533 3.11858
H 1.56898 1.21310 1.65498
H 1.82800 -1.25391 2.87340
H 2.07516 -1.03422 1.17396
```